15
Properties=species:S:1:pos:R:3:lowdin_spin:R:1 method="wB97M-V/def2-TZVPD" s_squared=0.76 charge=+2 gap_ev="7.61 / 7.32" largest_force_ev_per_a=5.3 spin_multiplicity=2 de_lowest_kcal_mol=19.4
H 2.152 1.748 0.177 0.000
C -1.336 -1.390 -2.456 0.000
C -1.150 0.795 1.408 0.031
O -1.938 -0.135 1.199 0.051
Hg -3.097 -0.877 -0.052 -0.001
H 2.750 0.195 -0.489 0.000
C 2.241 0.671 0.362 0.000
H 0.994 -1.003 0.905 0.005
O -1.646 1.985 1.441 0.824
O -2.283 -1.349 -1.732 -0.001
C 0.908 0.018 0.511 0.009
H 0.282 -0.252 -0.524 0.002
O -0.870 -1.627 -3.487 0.000
O 0.138 0.746 1.483 0.079
H 2.855 0.474 1.252 0.000

=====

10
Properties=species:S:1:pos:R:3:lowdin_charge:R:1 method="wB97M-V/def2-TZVPD" gap_ev="7.22 / 7.22" largest_force_ev_per_a=2.8 de_lowest_kcal_mol=68.7
C 0.678 1.020 -1.341 -0.065
H -1.727 -1.543 1.686 0.037
H 0.039 1.300 -2.323 0.158
H 1.368 1.802 -1.077 0.072
C -1.231 0.011 0.141 -0.095
C -0.292 0.633 -0.350 -0.119
H 1.210 0.075 -1.391 0.089
I 0.980 -0.652 2.891 0.163
H -0.040 -1.558 0.724 -0.026
C -0.986 -1.087 1.041 -0.214

=====

13
Properties=species:S:1:pos:R:3:lowdin_spin:R:1 method="wB97M-V/def2-TZVPD" s_squared=2.01 gap_ev="4.81 / 4.60" largest_force_ev_per_a=4.5 spin_multiplicity=3 de_lowest_kcal_mol=34.5
I -1.967 -2.149 -0.491 0.762
C -1.617 0.843 -0.505 0.055
H -0.868 -0.441 1.273 0.006
H 1.294 0.907 1.214 0.003
C 1.509 0.606 0.190 0.031
C -0.717 -0.540 0.198 0.209
C 0.715 -0.626 -0.201 0.165
I 1.552 -2.382 0.823 0.682
I -3.250 1.479 0.675 0.033
H 0.828 -0.841 -1.263 0.004
H 2.576 0.406 0.109 0.013
H 1.267 1.432 -0.479 0.005
O -1.323 1.307 -1.543 0.034

=====

12
Properties=species:S:1:pos:R:3:lowdin_charge:R:1 method="wB97M-V/def2-TZVPD" gap_ev=8.46 largest_force_ev_per_a=6.2 de_lowest_kcal_mol=99.9
H -1.231 -2.568 -0.820 0.050
H -1.818 0.464 0.129 0.136
N -0.131 1.813 -0.078 0.034
H -2.052 -1.584 0.379 0.082
C 2.106 2.448 -0.240 0.101
C -0.226 -0.682 -0.161 -0.690
C -1.055 -1.910 -0.017 -0.216
N 1.009 2.054 -0.017 -0.150
I 1.880 -1.284 -0.142 0.743
C -0.683 0.574 -0.053 -0.219
H 2.716 3.192 0.224 0.059
H -0.514 -2.517 0.798 0.069

=====

12
Properties=species:S:1:pos:R:3:lowdin_charge:R:1 method="wB97M-V/def2-TZVPD" gap_ev=4.46 largest_force_ev_per_a=4.9 de_lowest_kcal_mol=77.9
C 1.139 -1.989 -0.008 -0.130
K 2.296 2.713 0.536 0.907
O 2.645 -0.203 0.535 -0.280
H -0.736 0.093 1.468 0.074
C -1.171 -0.388 0.588 0.010
H -1.937 0.168 -1.331 0.107
H -1.097 2.144 -0.589 0.084
C -1.073 0.207 -0.661 -0.275
H 0.253 -1.778 -0.901 0.067
O -0.442 1.446 -0.697 -0.123
H -2.015 -1.069 0.713 0.066
C 2.138 -1.342 0.348 -0.508

=====

14
Properties=species:S:1:pos:R:3:lowdin_charge:R:1 method="wB97M-V/def2-TZVPD" gap_ev=4.89 largest_force_ev_per_a=4.6 de_lowest_kcal_mol=69.1
H -0.058 2.250 0.462 0.070
C 0.899 -0.164 0.440 -0.649
Li 2.696 -0.455 -0.843 0.664
C -0.717 0.635 -0.982 -0.572
Li -1.956 -1.296 -1.985 0.721
H -0.087 -1.693 -0.526 -0.001
C 0.382 -0.740 -0.880 -0.201
O 0.822 -0.836 1.602 -0.617
H 1.851 0.383 0.682 0.068
H -0.308 1.304 -1.766 0.090
H -1.124 1.068 1.138 0.083
Tl -0.020 -1.909 3.448 0.858
O -2.049 0.270 -1.167 -0.437
C -0.330 1.182 0.377 -0.077